17
Properties=species:S:1:pos:R:3 method="wB97M-V/def2-TZVPD" gap_ev=8.06 relative_energy_kcal_mol=113.1
C 1.0416 -0.1574 -0.5480
C -1.8872 0.0615 0.1354
C -1.2802 -1.3264 0.3926
C 2.1053 0.9141 -0.4650
C -0.6692 0.9840 0.0205
C 0.1335 -0.8975 0.7713
N 1.2382 -1.3488 0.1505
O -0.6082 2.1479 -0.1420
H 0.6044 -0.2977 -1.5480
H -2.5002 0.4370 0.9585
H -2.4722 0.1344 -0.7845
H 0.1913 -0.3317 1.7178
H -1.7661 -1.8743 1.1989
H -1.2817 -1.9434 -0.5046
H 3.0333 0.5080 -0.8718
H 2.2767 1.1985 0.5711
H 1.8407 1.7919 -1.0526


20
Properties=species:S:1:pos:R:3 method="wB97M-V/def2-TZVPD" gap_ev=7.03 relative_energy_kcal_mol=14.7 charge=+1
C -2.3913 -0.2268 -0.0084
C 2.7729 0.0044 -0.9579
C 1.7059 1.1055 1.0911
C 1.5385 0.1007 -0.0634
N -3.0389 0.8852 0.2282
N -3.1896 -1.2611 -0.2678
O 1.0669 -2.5162 -0.1776
O -1.1757 -0.3836 0.1802
S 1.1463 -1.4297 0.8001
H 2.7105 -0.7392 -1.7698
H 3.1463 0.9363 -1.4047
H 3.5028 -0.4931 -0.2811
H 2.7880 1.0605 1.3240
H 0.8737 1.0941 1.7747
H 1.6634 2.1465 0.6960
H 0.4723 0.2432 -0.4268
H -3.9706 0.9041 0.0447
H -2.6333 1.8736 0.4362
H -4.0665 -1.1122 -0.8256
H -2.9217 -2.1921 -0.3919


8
Properties=species:S:1:pos:R:3 method="wB97M-V/def2-TZVPD" gap_ev=10.33 relative_energy_kcal_mol=127.0 smiles="O=Cc1nnon1"
C -1.3395 0.3381 0.1606
C 0.0186 0.0004 -0.2128
H -1.6979 1.3079 0.3522
N 0.5067 -1.2562 -0.0150
N 1.8022 -0.9856 0.0222
N 0.8836 0.9278 -0.1579
O -2.1066 -0.5972 -0.1383
O 1.9328 0.2648 -0.0110


10
Properties=species:S:1:pos:R:3 method="wB97M-V/def2-TZVPD" gap_ev=7.24 relative_energy_kcal_mol=51.5 charge=-1
O -2.1048 1.9180 -0.3551
H -2.7006 1.3860 0.2231
N -0.4120 -0.0611 0.3173
C 1.0577 -0.2882 0.2993
O 1.9644 -1.4339 -0.6193
H -1.2543 1.3666 -0.1798
H -0.8864 -0.9105 -0.0955
H 1.4619 0.6570 -0.2458
H 1.6238 -0.5721 1.3114
H 1.2503 -2.0617 -0.6557


14
Properties=species:S:1:pos:R:3 method="wB97M-V/def2-TZVPD" gap_ev=10.40 relative_energy_kcal_mol=32.0 smiles="C[C@H](C=O)CO"
C 0.5655 0.6037 1.4705
C -0.2113 -0.0112 0.2490
C 0.2006 0.3206 -1.2148
O -0.8474 -0.0384 -2.1110
C -0.2493 -1.5015 0.4298
O 0.1520 -2.0251 1.4446
H 0.1901 0.3005 2.4792
H 0.4812 1.6915 1.4127
H 1.6250 0.3207 1.4571
H -1.2356 0.3651 0.3320
H 0.4074 1.3895 -1.3017
H 1.1158 -0.2222 -1.4841
H -0.5316 0.1553 -3.0066
H -0.6516 -2.1215 -0.3885


63
Properties=species:S:1:pos:R:3 method="wB97M-V/def2-TZVPD" gap_ev="8.71 / 9.93" spin_multiplicity=2 relative_energy_kcal_mol=0.0 s_squared=0.754
C 3.2419 1.0998 -0.7162
C 2.2598 -0.0799 -0.6617
C 2.1343 -0.6088 -2.0998
C 0.9412 0.4508 -0.1056
C -0.1285 -0.6087 0.1973
F -0.5798 -0.3975 1.5185
C -1.3393 -0.5697 -0.7295
C -2.0126 0.7830 -0.9720
C -2.3702 1.5380 0.2885
N -1.4034 2.5232 0.7300
O -3.4185 1.3677 0.8722
C 0.4772 -2.0152 0.1545
C 1.8816 -2.1627 0.7429
C 1.8370 -2.1258 2.2752
C 2.4133 -3.5468 0.3008
N 2.8337 -1.1337 0.2222
O 3.6930 -0.7266 1.0767
H 3.2772 1.6494 0.2180
H 4.2274 0.7741 -1.0336
H 2.8679 1.7844 -1.4821
H 1.6076 -1.5604 -2.1451
H 1.5914 0.1117 -2.7056
H 3.1344 -0.7763 -2.4944
H 1.1470 1.0024 0.8126
H 0.5777 1.1954 -0.8110
H -2.0932 -1.2406 -0.3093
H -1.0374 -1.0041 -1.6819
H -2.9328 0.6590 -1.5343
H -1.3711 1.4132 -1.5884
H -0.9391 2.1278 1.5426
H -1.9480 3.2997 1.0917
H 0.4411 -2.4055 -0.8606
H -0.1741 -2.6635 0.7419
H 1.6807 -1.1220 2.6562
H 1.0667 -2.8108 2.6270
H 2.7832 -2.5129 2.6460
H 3.2749 -3.8257 0.9018
H 2.7653 -3.4685 -0.7297
H 1.6331 -4.3022 0.3477
C 2.8298 0.8416 4.8882
C 2.3273 2.2743 4.8182
C 1.3480 2.5841 5.9402
O 1.7181 2.5204 3.5490
H 1.9917 0.1474 4.7770
H 3.5296 0.6410 4.0762
H 3.3250 0.6344 5.8379
H 3.1724 2.9614 4.8756
H 0.4722 1.9330 5.8701
H 0.9994 3.6148 5.8708
H 1.8070 2.4364 6.9187
H 0.9684 1.9215 3.4721
C -3.7659 -0.3077 -5.9262
C -4.4595 -0.4445 -4.5796
C -5.9731 -0.4416 -4.7252
O -4.0428 0.5988 -3.6967
H -4.0389 0.6392 -6.3998
H -2.6827 -0.3140 -5.8021
H -4.0441 -1.1196 -6.5991
H -4.1428 -1.3719 -4.1003
H -6.3106 0.5015 -5.1637
H -6.4516 -0.5424 -3.7511
H -6.3107 -1.2572 -5.3658
H -4.3065 1.4374 -4.0881


126
Properties=species:S:1:pos:R:3 method="wB97M-V/def2-TZVPD" gap_ev=5.42 charge=+1
C 5.3142 1.9381 -1.8156
C 3.9209 2.0957 -2.4939
C 2.7264 1.6492 -1.5754
C 1.4198 2.0642 -2.3897
N 2.7697 0.1506 -1.3274
N 3.4278 -0.5274 -2.2475
C 3.3987 -1.8302 -2.0091
P 4.2880 -2.8557 -3.3741
O 3.2185 -4.0697 -3.7780
Cl 5.9649 -3.6991 -2.4743
C 2.8047 -2.5211 -0.9053
N 2.9021 -3.9377 -0.8109
C 3.6823 -4.1384 0.1594
O 4.3620 -4.3181 1.0730
C 2.1145 -1.7239 0.0546
C 2.1353 -0.3399 -0.2684
S 1.2103 0.7498 0.9056
C 0.4349 -0.2400 2.2356
O 2.1076 1.6404 1.6062
O 0.1217 1.4504 0.2777
H 6.0732 2.5366 -2.3538
H 5.5918 0.8668 -1.8015
H 5.2690 2.3133 -0.7764
H 3.8547 1.6765 -3.5111
H 3.7583 3.1895 -2.6095
H 2.8638 2.2371 -0.6547
H 0.7424 2.6983 -1.8026
H 0.9560 1.0991 -2.6911
H 1.6832 2.5691 -3.3383
H 2.3632 -3.6179 -3.8961
H 1.6249 -2.1465 0.9360
H 1.2612 -0.5921 2.8868
H -0.0677 -1.1459 1.8453
H -0.2373 0.3955 2.8352
C 2.1244 0.4835 8.9787
O 2.0559 1.6271 8.1537
C 2.8574 2.6951 8.6450
C 3.2680 3.6177 7.5133
O 4.3435 3.1111 6.7285
C 4.0341 2.0491 5.8356
C 3.2320 2.4889 4.6253
O 1.8562 2.6289 4.9660
C 1.1697 3.5062 4.0932
H 1.7457 0.7052 9.9822
H 1.5053 -0.2941 8.5327
H 3.1537 0.1138 9.0424
H 3.7523 2.3063 9.1418
H 2.2540 3.2556 9.3700
H 3.6502 4.5385 7.9602
H 2.4181 3.8942 6.8883
H 3.5536 1.2213 6.3600
H 5.0015 1.6843 5.4802
H 3.3030 1.7249 3.8412
H 3.6332 3.4357 4.2460
H 1.6163 4.5058 4.1272
H 0.1366 3.5809 4.4318
H 1.1842 3.1214 3.0705
C -7.2478 -0.1125 -2.2767
O -6.0192 0.2258 -1.6659
C -6.1869 1.1210 -0.5746
C -5.0397 0.9804 0.4070
O -5.1571 -0.1553 1.2593
C -4.8956 -1.4239 0.6709
C -3.4262 -1.6681 0.3890
O -3.0296 -1.0114 -0.8095
C -1.6472 -0.7597 -0.8435
H -7.7328 0.7775 -2.6916
H -7.0426 -0.8116 -3.0860
H -7.9152 -0.5997 -1.5580
H -7.1337 0.9274 -0.0600
H -6.1960 2.1408 -0.9802
H -5.0692 1.8435 1.0764
H -4.0723 0.9992 -0.0970
H -5.5086 -1.5810 -0.2173
H -5.2182 -2.1557 1.4157
H -3.2539 -2.7439 0.2513
H -2.8295 -1.3116 1.2386
H -1.3571 -0.1192 -0.0132
H -1.4212 -0.2379 -1.7740
H -1.0812 -1.7051 -0.8138
C -0.8248 6.2436 -6.8618
O -0.6161 4.8891 -7.2030
C -1.4559 4.4665 -8.2710
C -0.8278 3.3028 -9.0144
O 0.1999 3.6936 -9.9180
C 1.4433 4.0796 -9.3434
C 2.2417 2.9154 -8.7898
O 1.7471 2.5351 -7.5107
C 2.0649 1.2009 -7.1884
H -1.8521 6.4033 -6.5164
H -0.1382 6.5000 -6.0558
H -0.6140 6.8945 -7.7168
H -1.6345 5.2910 -8.9686
H -2.4108 4.1467 -7.8344
H -1.6027 2.8545 -9.6410
H -0.4803 2.5269 -8.3308
H 1.3063 4.8655 -8.5996
H 2.0149 4.5145 -10.1665
H 3.2898 3.2174 -8.6654
H 2.1890 2.0726 -9.4884
H 1.6268 0.5180 -7.9243
H 1.6446 0.9705 -6.2085
H 3.1526 1.0710 -7.1421
C -0.0262 -5.5053 1.6240
O -1.3664 -5.4316 2.0413
C -2.0855 -6.6364 1.7909
C -3.2497 -6.7658 2.7543
O -2.8688 -7.2071 4.0506
C -2.2054 -6.2582 4.8805
C -3.1203 -5.1723 5.4130
O -3.3418 -4.1759 4.4219
C -4.5403 -3.4587 4.6426
H 0.0398 -5.6709 0.5415
H 0.4631 -4.5596 1.8679
H 0.4932 -6.3094 2.1568
H -1.4274 -7.5053 1.8922
H -2.4670 -6.5874 0.7633
H -3.9106 -7.5463 2.3698
H -3.8352 -5.8467 2.8053
H -1.3319 -5.8390 4.3789
H -1.8385 -6.8344 5.7330
H -2.6457 -4.6851 6.2746
H -4.0698 -5.6190 5.7284
H -5.4020 -4.1344 4.6221
H -4.6524 -2.7344 3.8364
H -4.5042 -2.9261 5.5985


15
Properties=species:S:1:pos:R:3 method="wB97M-V/def2-TZVPD" gap_ev="6.83 / 6.05" spin_multiplicity=3 relative_energy_kcal_mol=51.1 s_squared=2.024
C 1.0876 -0.6123 0.7532
C 2.4617 -0.1471 0.4553
C 0.0222 0.5449 0.4508
C -1.2056 -0.2409 0.2170
C -2.1990 0.1207 -0.9739
N 3.3807 0.2669 -0.1877
O 4.4302 0.6949 -0.5488
S -0.2842 -1.9862 -0.0390
H 0.9835 -0.9307 1.7284
H 0.0310 1.3140 1.1058
H 0.4390 0.9664 -0.4302
H -1.8373 -0.4508 1.1555
H -2.9817 0.6645 -0.5336
H -2.6010 -0.8654 -1.2922
H -1.7271 0.6610 -1.8607


22
Properties=species:S:1:pos:R:3 method="wB97M-V/def2-TZVPD" gap_ev=11.11 smiles="C=CC(C)(F)F.C#CCCCl"
C -0.5166 0.2124 -0.8355
C 0.1165 1.2608 -1.7216
C -0.4041 2.6556 -1.5146
C 0.3301 3.6455 -1.0277
C -0.3282 -2.2197 2.6502
C -0.2742 -1.5354 1.2860
C 0.7520 -2.1554 0.4441
C 1.6043 -2.6896 -0.2188
H -1.5970 0.1956 -0.9904
H -0.3065 0.4384 0.2133
H -0.1023 -0.7683 -1.0899
H -1.4480 2.7958 -1.7885
H -0.0847 4.6402 -0.8845
H 1.3719 3.4946 -0.7625
H -0.5784 -3.2765 2.5479
H 0.6240 -2.1287 3.1710
H -0.0584 -0.4706 1.4199
H -1.2513 -1.6082 0.8014
H 2.3595 -3.1596 -0.8187
F 1.4724 1.2339 -1.5325
F -0.1031 0.9099 -3.0330
Cl -1.5779 -1.4706 3.6843


8
Properties=species:S:1:pos:R:3 method="wB97M-V/def2-TZVPD" gap_ev=9.56 relative_energy_kcal_mol=0.0 smiles=Clc1cnsc1Br
C -0.8705 -0.3822 0.7772
C 0.4721 -0.2233 0.2846
C 0.6652 0.3438 -0.9063
N -1.8009 0.0964 0.0551
S -1.3512 0.7644 -1.3332
Cl 1.8255 -0.6050 1.2922
Br 2.1045 0.9202 -1.9609
H -1.0448 -0.9143 1.7911


92
Properties=species:S:1:pos:R:3 method="wB97M-V/def2-TZVPD" gap_ev="5.09 / 5.44" spin_multiplicity=2 relative_energy_kcal_mol=0.0 s_squared=0.765 charge=-1
Re -0.5683 1.1147 -0.7158
O -0.3991 -0.3598 -2.0733
C 0.7552 -0.8550 -2.7061
C 1.9401 -0.7979 -1.7256
C 1.5139 -1.2571 -0.3758
C 1.9273 -2.4913 0.0878
C 1.5734 -2.8967 1.3662
C 0.7781 -2.0641 2.1148
C 0.3274 -0.8662 1.5690
C -0.7386 -0.0961 2.2524
C -2.0759 -0.3773 1.5232
O -2.0739 0.1709 0.2217
C -2.2825 -1.8929 1.4292
C -2.6273 -2.6462 2.5501
C -2.6601 -4.0339 2.4885
C -2.3539 -4.6862 1.2986
C -2.0343 -3.9378 0.1723
C -2.0016 -2.5478 0.2381
C -3.2421 0.2621 2.2856
C -4.5380 -0.0408 1.8687
C -5.6342 0.5804 2.4396
C -5.4524 1.5308 3.4433
C -4.1691 1.8399 3.8644
C -3.0694 1.2045 3.2883
N 0.7108 -0.4472 0.3492
C 1.0738 -0.0611 -3.9796
C 2.3786 0.1889 -4.3972
C 2.6268 0.9141 -5.5566
C 1.5691 1.4019 -6.3135
C 0.2659 1.1500 -5.9034
C 0.0232 0.4139 -4.7536
C 0.4949 -2.3147 -3.1299
C 1.5071 -3.0982 -3.6836
C 1.2615 -4.4009 -4.0929
C -0.0119 -4.9436 -3.9651
C -1.0292 -4.1657 -3.4316
C -0.7779 -2.8597 -3.0173
H 2.2938 0.2308 -1.6913
H 2.7600 -1.4333 -2.0543
H 2.5344 -3.1140 -0.5561
H 1.9049 -3.8507 1.7588
H 0.4580 -2.3303 3.1125
H -0.5341 0.9696 2.2021
H -0.7859 -0.3865 3.2999
H -2.8670 -2.1396 3.4799
H -2.9207 -4.6077 3.3709
H -2.3637 -5.7686 1.2530
H -1.7940 -4.4327 -0.7618
H -1.7356 -1.9549 -0.6263
H -4.6756 -0.7676 1.0758
H -6.6329 0.3376 2.0945
H -6.3073 2.0264 3.8886
H -4.0096 2.5835 4.6366
H -2.0781 1.4733 3.6284
H 3.2222 -0.1581 -3.8115
H 3.6494 1.1104 -5.8584
H 1.7596 1.9787 -7.2107
H -0.5734 1.5481 -6.4584
H -0.9949 0.2351 -4.4360
H 2.5011 -2.6834 -3.8166
H 2.0637 -4.9906 -4.5217
H -0.2088 -5.9581 -4.2908
H -2.0302 -4.5718 -3.3374
H -1.5699 -2.2461 -2.6135
Se -1.0554 3.1263 0.6939
Te -3.3814 2.9651 -0.2020
Te -2.4358 3.4579 -3.9856
Se -2.4469 1.7006 -2.1975
C 1.3294 1.3469 6.6067
S -0.1079 1.4431 5.5149
C 0.4177 2.7114 4.4346
C 1.3845 2.5979 3.4819
S 2.3442 1.2345 3.0327
S 1.6324 4.0977 2.6033
C 0.4540 5.1081 3.3571
S 0.1661 6.6724 2.9171
S -0.3686 4.2690 4.5995
H 1.1913 0.4717 7.2432
H 1.4085 2.2392 7.2241
H 2.2231 1.2134 5.9986
S 0.9480 2.4575 -2.0311
C 2.4122 2.8224 -1.2498
N 2.8023 2.2957 -0.0670
C 3.9954 2.5593 0.5319
C 4.8843 3.4034 -0.0489
C 4.5170 4.0136 -1.2669
C 3.3216 3.7292 -1.8559
H 2.1444 1.7445 0.4847
H 4.1356 2.0674 1.4852
H 5.8289 3.6086 0.4321
H 5.1861 4.7276 -1.7341
H 3.0163 4.1824 -2.7890


79
Properties=species:S:1:pos:R:3 method="wB97M-V/def2-TZVPD" gap_ev=6.47 charge=+1
C -0.4634 1.9095 3.9598
C -1.8214 1.2786 3.5641
C -1.7188 -0.0500 2.8005
Cl -3.3048 -0.4867 2.0387
C -0.6420 -0.1801 1.7272
C 0.2562 -1.2194 1.8370
C 0.2053 -2.1768 3.0082
O 0.8320 -1.9294 4.0237
O -0.5287 -3.3019 2.8989
P -0.8664 -4.0517 4.3921
N -1.5536 -5.4199 4.1865
C 1.2429 -1.4395 0.8640
C 2.2593 -2.5605 0.8405
I 1.1707 -4.3590 0.2771
C 3.1285 -2.6762 2.1340
C 3.0737 -4.0276 2.8554
I 5.1829 -2.2823 1.5611
C 1.2661 -0.5862 -0.1728
N 0.4021 0.4297 -0.3006
C 0.5520 1.2093 -1.5059
C -0.4385 1.3001 -2.4618
C -0.2158 2.0589 -3.5814
N 0.8868 2.7301 -3.9171
C 1.8200 2.5662 -2.9789
C 1.7234 1.8731 -1.8001
C -0.5409 0.6588 0.6231
C -1.4952 1.7979 0.4275
C -0.9233 3.2343 0.7413
C 0.5745 3.3336 1.0706
C 0.8374 4.7142 1.7734
O 1.6595 4.5211 2.9196
H 0.4112 1.3278 3.6662
H -0.4334 2.9219 3.5690
H -0.4086 2.0333 5.0423
H -2.4683 2.0062 3.0758
H -2.3374 1.0411 4.4979
H -1.5637 -0.8095 3.5644
H 0.3343 -4.2710 5.0992
H -1.6530 -3.1039 5.0856
H -1.6573 -5.6553 3.1984
H 2.9258 -2.3751 0.0046
H 2.8830 -1.9278 2.8831
H 2.0755 -4.2415 3.2378
H 3.7286 -3.9648 3.7297
H 3.4716 -4.8350 2.2427
H 1.9880 -0.7405 -0.9633
H -1.3794 0.7801 -2.3359
H -1.0354 2.1270 -4.2946
H 2.7742 3.0478 -3.1845
H 2.5605 1.8487 -1.1119
H -2.3423 1.6377 1.0843
H -1.9217 1.8327 -0.5703
H -1.5533 3.6844 1.5089
H -1.0798 3.8472 -0.1517
H 1.2033 3.3485 0.1815
H 0.9331 2.5905 1.7809
H 1.2640 5.4453 1.0820
H -0.1000 5.0951 2.1803
H 2.5547 4.3020 2.6429
C 0.8925 4.2285 -9.2590
C 1.0470 2.8990 -8.5614
O 0.8192 1.8568 -9.1282
C 1.4986 2.9259 -7.1200
H 0.5644 4.0623 -10.2827
H 0.1471 4.8369 -8.7441
H 1.8482 4.7548 -9.2762
H 0.7789 3.4755 -6.5138
H 2.4811 3.3951 -7.0452
H 1.5668 1.9064 -6.7453
C -3.4877 -5.2035 -1.0197
C -3.0079 -5.3054 0.4063
O -2.3576 -6.2518 0.7908
C -3.3653 -4.1786 1.3405
H -3.1580 -6.0789 -1.5755
H -4.5774 -5.1602 -1.0448
H -3.0729 -4.3099 -1.4899
H -4.4498 -4.0879 1.4214
H -2.9420 -3.2427 0.9704
H -2.9595 -4.3837 2.3254